{"formula": "C8H8N2OS", "method": "wB97M-V/def2-TZVPD", "elements": ["C", "C", "O", "S", "N", "C", "H", "C", "H", "N", "H", "H", "H", "H", "C", "H", "C", "C", "H", "C"], "positions_angstrom": [[1.50, -1.69, 1.42], [-2.03, -0.07, -1.45], [-1.38, 2.39, 0.34], [-0.35, 1.70, -0.85], [0.76, 2.42, -1.62], [1.86, 0.34, 0.38], [-2.23, 0.30, 0.60], [-0.34, -0.61, 0.37], [-2.48, -1.54, 0.01], [-1.46, 0.92, -1.89], [-2.74, -0.33, -2.19], [-0.32, -2.67, 1.35], [3.41, -0.62, 1.33], [2.35, 1.24, 0.11], [0.55, 0.34, -0.09], [1.77, -2.45, 2.23], [-1.81, -0.56, -0.04], [2.41, -0.72, 1.01], [0.31, 3.27, -2.08], [0.21, -1.68, 1.07]], "lowdin_charge": [-0.105, -0.211, -0.446, 0.861, -0.230, -0.062, 0.139, -0.213, 0.158, -0.068, 0.112, 0.153, 0.103, 0.103, -0.246, 0.138, -0.112, -0.054, 0.049, -0.069], "e_above_lowest_ev": 3.905, "total_energy_ev": -24283.9514, "fmax_ha_per_bohr": 0.13193, "homo_ev": -9.680}